Record 1
C25H14BrF4NO4PRe as an isolated structure. Source: the OMol25 dataset; level of theory: wB97M-V/def2-TZVPD.

For the gap between HOMO and LUMO (spin up / spin down), the calculation gives 7.0 / 6.7 eV. Its net charge is +3. The calculation puts the largest force on an atom at 0.6 eV/A. As for the relative energy (zero: lowest compared OMol25 entry of this formula, charge and spin): 12.8 kcal per mole. The spin multiplicity is 4.

Each line ends with the Mulliken spin population.
Element x y z (Å)
1 Re 0.51 -0.22 -0.25  2.97
2 Br -1.64 -1.14 -0.99  -0.02
3 P -2.69 2.15 0.53  0.00
4 F -7.05 1.30 -1.77  0.00
5 F -5.25 2.76 -0.46  0.00
6 F -6.42 -1.23 -2.57  0.00
7 F -3.98 -2.20 -2.11  0.00
8 O 2.55 -0.13 -0.04  -0.04
9 O 4.25 -0.45 1.39  0.01
10 O -1.42 1.23 1.10  0.03
11 O -2.61 -0.03 2.58  0.00
12 N 0.78 -0.14 1.78  0.03
13 C -1.46 2.90 -1.78  0.01
14 C -1.57 0.35 2.16  0.06
15 C 2.04 -0.35 2.23  0.05
16 C -3.44 2.79 1.98  0.00
17 C -2.59 3.56 2.80  0.00
18 C -0.86 5.16 -2.31  0.00
19 C 3.01 -0.31 1.12  -0.06
20 C -5.56 -0.50 -1.91  0.00
21 C -3.68 1.03 -0.45  0.01
22 C 2.34 -0.52 3.57  -0.01
23 C -3.36 -0.25 -0.94  -0.01
24 C -5.22 3.05 3.57  0.00
25 C -4.28 -1.01 -1.64  0.01
26 C 1.30 -0.47 4.49  -0.01
27 C 0.01 -0.21 4.04  0.01
28 C -5.88 0.78 -1.50  0.00
29 C -3.08 4.08 3.98  0.00
30 C -1.93 4.69 -0.20  0.00
31 C -1.96 3.33 -0.54  0.01
32 C -4.75 2.52 2.38  0.00
33 C -1.38 5.60 -1.10  0.00
34 C -4.93 1.52 -0.80  0.00
35 C -0.90 3.81 -2.65  0.02
36 C -0.21 -0.03 2.68  -0.05
37 C -4.39 3.84 4.36  0.00
38 H -1.36 6.65 -0.85  0.00
39 H -0.53 3.48 -3.61  0.00
40 H 3.37 -0.68 3.87  0.00
41 H -1.55 1.86 -2.08  -0.02
42 H -1.57 3.76 2.51  0.00
43 H -5.41 1.89 1.79  0.00
44 H -0.45 5.87 -3.00  0.00
45 H 1.49 -0.62 5.54  0.00
46 H -0.83 -0.14 4.72  0.00
47 H -2.36 5.05 0.72  0.00
48 H -6.24 2.85 3.88  0.00
49 H -4.77 4.26 5.28  0.00
50 H -2.44 4.69 4.60  0.00
51 H 4.83 -0.40 0.61  0.00



Record 2
C25H14Cl4N5O4RuS as an isolated structure. Source: the OMol25 dataset; level of theory: wB97M-V/def2-TZVPD.

For the gap between HOMO and LUMO (spin up / spin down), the calculation gives 4.5 / 6.2 eV. Its net charge is -2. The calculation puts the largest force on an atom at 0.9 eV/A. As for the relative energy (zero: lowest compared OMol25 entry of this formula, charge and spin): 20.9 kcal per mole. The spin multiplicity is 6.

Each line ends with the Mulliken spin population.
Element x y z (Å)
1 Ru -0.93 0.74 -0.86  2.71
2 Cl 2.49 4.32 -1.53  0.00
3 Cl 2.09 6.81 0.35  0.00
4 Cl -2.30 4.44 2.49  0.00
5 Cl -0.32 6.88 2.35  0.00
6 S -1.29 0.61 -3.02  0.94
7 O 0.24 -0.18 0.86  0.08
8 O 0.39 2.26 -1.15  0.02
9 O 2.37 -0.35 2.15  0.00
10 O -1.56 2.27 0.59  0.12
11 N 1.46 -0.49 -1.67  0.04
12 N 5.85 -0.25 0.23  0.00
13 N -1.76 -1.12 -0.34  0.30
14 N -3.47 0.76 -0.96  0.27
15 N -0.93 -2.06 0.25  -0.05
16 C 0.06 -1.46 0.85  0.03
17 C 0.98 5.49 0.43  0.00
18 C -3.00 -1.50 -0.60  0.09
19 C 3.45 -2.36 -1.16  0.00
20 C -0.08 5.51 1.31  0.01
21 C 1.99 -4.47 2.09  -0.01
22 C -0.96 4.43 1.38  0.03
23 C 2.59 -0.11 -1.09  0.00
24 C 2.27 -2.74 -1.76  0.01
25 C 2.20 -1.68 2.14  0.02
26 C 1.09 -2.29 1.53  0.02
27 C -5.64 1.56 -1.56  0.20
28 C 3.62 -1.01 -0.83  0.01
29 C -6.13 0.24 -1.59  -0.01
30 C -3.93 -0.53 -0.96  0.14
31 C 4.84 -0.58 -0.22  0.00
32 C 1.30 -1.77 -2.00  -0.01
33 C 3.09 -3.86 2.69  0.02
34 C -0.80 3.30 0.57  0.08
35 C 1.01 -3.68 1.52  0.02
36 C 0.29 3.30 -0.36  -0.08
37 C -4.30 1.74 -1.24  -0.06
38 C 1.16 4.38 -0.41  0.00
39 C 3.19 -2.48 2.71  -0.01
40 C -5.29 -0.80 -1.30  0.04
41 H 3.87 -4.46 3.14  0.00
42 H 2.07 -3.78 -2.01  0.00
43 H 4.05 -1.98 3.15  0.00
44 H -3.26 -2.55 -0.46  0.04
45 H 0.15 -4.12 1.03  0.00
46 H -5.64 -1.83 -1.31  0.01
47 H 1.63 0.01 1.57  0.00
48 H 2.66 0.94 -0.83  0.00
49 H -3.87 2.73 -1.21  0.00
50 H -6.27 2.40 -1.78  0.02
51 H 0.34 -2.01 -2.45  -0.01
52 H 4.22 -3.08 -0.92  0.00
53 H 1.90 -5.55 2.07  0.00
54 H -7.16 0.04 -1.84  0.00



Record 3
C25H15AlI2N6O4 as an isolated structure. Source: the OMol25 dataset; level of theory: wB97M-V/def2-TZVPD.

For the gap between HOMO and LUMO, the calculation gives 6.0 eV. The calculation puts the largest force on an atom at 0.7 eV/A. As for the relative energy (zero: lowest compared OMol25 entry of this formula, charge and spin): 0.0 kcal per mole.

Each line ends with the Löwdin charge.
Element x y z (Å)
1 I 5.27 -2.63 -0.30  0.25
2 I 7.68 -1.45 -0.31  -0.02
3 Al 1.07 0.09 -0.16  0.16
4 O -2.31 -5.61 -0.67  -0.01
5 O 2.30 -1.14 -0.59  -0.08
6 O -3.93 -4.06 -0.22  -0.02
7 O 2.45 -3.37 -0.50  -0.01
8 N 2.05 1.54 -1.00  0.11
9 N 0.95 -0.57 1.73  0.12
10 N -0.28 1.33 0.30  0.12
11 N 0.09 2.92 -1.42  0.18
12 N -1.38 0.06 1.98  0.20
13 N -0.18 -1.12 -1.15  0.10
14 C 0.60 -2.37 3.81  -0.02
15 C -3.80 1.86 1.20  0.01
16 C 1.99 -1.27 2.23  -0.08
17 C -1.86 -3.32 -0.96  -0.05
18 C 3.55 3.38 -2.42  -0.03
19 C -2.08 2.66 -0.31  -0.10
20 C -4.67 2.75 0.59  -0.05
21 C -2.50 1.83 0.72  -0.10
22 C -4.25 3.58 -0.45  -0.06
23 C -0.66 2.33 -0.55  -0.25
24 C -0.27 -0.70 2.32  -0.25
25 C 2.20 3.55 -2.28  0.01
26 C -1.48 -1.00 -1.44  -0.06
27 C -2.35 -2.07 -1.35  0.04
28 C 1.44 2.64 -1.54  -0.25
29 C 1.87 -2.16 3.27  -0.02
30 C -1.35 0.98 1.10  -0.26
31 C 0.31 -2.36 -0.89  -0.13
32 C 3.39 1.39 -1.15  -0.06
33 C -0.45 -1.63 3.35  0.02
34 C 4.17 2.28 -1.83  -0.03
35 C -0.48 -3.47 -0.79  0.09
36 C -2.94 3.54 -0.92  0.00
37 C -2.83 -4.48 -0.62  -0.69
38 C 1.81 -2.36 -0.64  -0.53
39 H 0.46 -3.10 4.60  0.12
40 H 2.95 -1.12 1.75  0.10
41 H -1.45 -1.73 3.75  0.13
42 H -2.60 4.18 -1.73  0.12
43 H -1.83 -0.01 -1.70  0.12
44 H 2.74 -2.71 3.61  0.12
45 H -4.11 1.20 1.99  0.12
46 H 1.67 4.39 -2.71  0.12
47 H -3.41 -1.95 -1.52  0.13
48 H 5.24 2.11 -1.91  0.12
49 H -5.70 2.81 0.92  0.11
50 H 4.13 4.10 -2.99  0.12
51 H -0.07 -4.45 -0.57  0.14
52 H -4.96 4.25 -0.92  0.11
53 H 3.81 0.49 -0.72  0.10